[1]
Below is a structure of composition C5H4BaF9ORb, with properties calculated with ωB97M-V/def2-TZVPD.

Structure (XYZ):
```
21
Properties=species:S:1:pos:R:3:forces:R:3:lowdin_charge:R:1
Rb 3.419 -1.170 3.692 -0.691 0.393 0.192 0.949
Ba 4.755 -1.675 -0.428 -1.800 1.198 0.531 1.890
F 2.835 -0.549 0.898 2.421 -1.544 -0.801 -0.863
C -0.925 -0.046 -0.573 -0.149 -1.303 -0.784 -0.076
C -0.745 0.787 -1.829 -1.014 0.349 0.396 -0.450
C -0.159 -0.007 -2.992 0.627 0.031 0.037 -0.326
F -1.033 -0.965 -3.360 -0.017 0.014 -0.022 0.113
F 0.102 0.806 -4.030 -0.173 -0.060 -0.003 0.119
F -1.966 1.253 -2.216 0.399 -0.059 0.050 0.141
F 0.022 1.855 -1.534 0.407 -0.002 -0.312 0.138
O -1.410 0.773 0.454 -0.404 -0.098 0.032 0.086
C -0.756 0.852 1.631 0.641 0.102 -0.810 -0.568
C -0.648 -0.480 2.386 -0.621 0.046 0.859 -0.247
F 0.047 -1.448 1.732 0.210 0.278 0.080 0.064
F -0.019 -0.232 3.578 0.263 -0.281 -0.321 0.061
F 0.494 1.378 1.449 -0.111 -0.256 0.240 0.131
F -1.461 1.683 2.379 -0.023 0.158 0.451 0.202
H -0.035 -0.631 -0.336 0.329 0.639 0.153 0.129
H -1.654 -0.833 -0.809 -0.232 0.356 0.086 0.160
H 0.785 -0.493 -2.699 -0.100 0.035 -0.020 0.158
H -1.649 -0.858 2.605 0.039 0.004 -0.033 0.187
```
Positions in Å, forces in eV/Å.

## Properties
Lowest unoccupied orbital energy ... -8.8 eV
Kohn-Sham gap ... 7.21 eV
DFT total energy ... -1216.0288 Ha
Charge ... +2

[2]
Below is a cluster of 12 separate species, C20H44BN3O40S8 in total, with properties calculated with ωB97M-V/def2-TZVPD.

Structure (XYZ):
```
116
Properties=species:S:1:pos:R:3:forces:R:3:lowdin_charge:R:1
N -10.945 -7.698 -21.218 -0.783 -0.485 -1.193 0.324
H -10.099 -7.212 -21.482 0.355 0.681 0.820 0.165
H -11.828 -7.227 -21.351 -0.673 1.458 -0.201 0.097
H -11.107 -8.075 -20.295 0.991 -0.300 0.423 0.146
H -11.056 -8.382 -21.953 0.134 -1.100 0.020 0.150
N -16.248 -10.332 -25.679 0.316 -0.516 -1.243 0.326
H -17.097 -9.953 -26.075 -0.622 0.999 -0.038 0.080
H -15.599 -10.335 -26.453 0.531 0.088 -0.247 0.155
H -16.493 -11.283 -25.444 0.002 -0.494 0.629 0.115
H -15.882 -9.804 -24.900 -0.120 0.330 0.691 0.100
N -13.011 -11.542 -17.974 0.796 -0.592 0.284 0.368
H -12.650 -11.850 -17.082 -0.472 0.118 1.108 0.152
H -13.070 -10.534 -17.999 -0.078 0.588 0.075 0.129
H -13.913 -11.951 -18.169 -0.738 -0.198 -0.108 0.128
H -12.306 -11.929 -18.585 0.065 0.166 -0.935 0.155
O -15.294 -8.860 -23.020 -0.778 -0.530 2.397 0.107
C -15.484 -9.073 -21.811 0.862 -0.143 -3.955 -0.355
O -16.384 -9.851 -21.273 1.036 0.108 0.061 0.249
B -16.126 -9.931 -19.806 0.057 1.578 0.037 -0.829
O -15.010 -8.924 -19.569 1.398 -0.132 -2.224 0.173
C -14.525 -8.519 -20.779 0.824 2.304 2.325 -0.261
O -13.571 -7.718 -20.958 -2.658 -2.943 0.632 0.065
O -17.369 -9.481 -19.174 0.905 0.299 -0.266 0.230
C -17.833 -10.491 -18.496 -4.551 -1.496 1.641 -0.359
O -18.967 -10.637 -17.996 3.975 0.840 -1.472 0.150
C -16.829 -11.633 -18.633 -2.700 -3.887 2.178 -0.405
O -15.768 -11.287 -19.282 1.287 2.240 -1.522 0.221
O -17.067 -12.769 -18.257 0.775 1.645 -0.351 0.149
C -19.227 -8.753 -22.508 -1.643 -0.106 -0.436 -0.141
C -19.825 -10.051 -21.934 0.565 1.021 1.733 -0.158
O -20.167 -10.881 -23.005 0.369 -0.692 -1.851 -0.158
S -19.237 -10.620 -24.305 -1.117 0.458 0.533 0.739
O -20.058 -10.430 -25.497 2.241 -1.034 2.335 -0.196
O -18.089 -11.559 -24.238 -2.248 2.051 -0.494 -0.278
O -18.818 -9.132 -23.790 1.664 -1.349 -2.631 -0.228
H -18.379 -8.244 -22.049 -0.360 -0.347 0.533 0.117
H -20.075 -8.096 -22.701 0.254 0.572 0.407 0.144
H -20.758 -9.825 -21.418 0.213 -0.176 0.179 0.145
H -19.093 -10.503 -21.265 -0.205 -0.457 -0.015 0.118
C -17.124 -6.025 -19.437 -1.140 -0.408 3.221 -0.232
C -16.198 -4.874 -19.070 -0.991 -0.916 -1.372 -0.142
O -16.701 -3.963 -20.062 0.962 0.898 -2.184 -0.183
S -16.754 -4.715 -21.544 0.202 -0.570 1.502 0.724
O -15.490 -4.916 -22.238 -1.360 0.164 1.699 -0.253
O -17.824 -4.159 -22.289 0.199 -0.273 0.454 -0.189
O -17.202 -6.156 -20.797 1.579 0.513 -3.653 -0.197
H -18.157 -5.786 -19.187 0.070 0.341 0.921 0.147
H -16.896 -6.945 -18.899 0.316 -0.274 -0.526 0.116
H -15.158 -5.110 -19.295 0.110 0.123 0.338 0.120
H -16.388 -4.504 -18.063 0.084 0.204 -0.332 0.144
C -18.429 -15.782 -17.319 0.448 2.177 -0.355 -0.151
C -19.707 -15.186 -18.047 0.854 -1.705 1.141 -0.156
O -20.702 -15.208 -17.028 -0.001 0.087 0.965 -0.197
S -20.071 -15.054 -15.541 -1.035 -0.815 1.125 0.701
O -20.870 -15.857 -14.616 2.011 1.578 -2.105 -0.227
O -19.854 -13.652 -15.257 0.160 -1.407 -0.413 -0.262
O -18.600 -15.776 -15.873 -2.114 0.303 -0.775 -0.196
H -17.677 -15.013 -17.498 0.474 -0.431 -0.099 0.083
H -18.115 -16.737 -17.740 -0.267 -0.143 0.628 0.128
H -19.952 -15.952 -18.783 -0.553 0.621 -0.180 0.110
H -19.558 -14.185 -18.453 -0.006 -0.159 0.099 0.119
C -22.544 -11.115 -16.854 0.846 -2.188 -1.223 -0.226
C -22.902 -10.508 -18.210 0.577 0.373 1.426 -0.188
O -24.291 -10.311 -18.144 -2.692 0.127 0.062 -0.214
S -25.035 -10.417 -16.634 1.191 -1.744 -0.014 0.789
O -25.913 -11.609 -16.503 2.788 3.222 -0.791 -0.244
O -25.509 -9.141 -16.161 0.687 -1.588 -0.963 -0.225
O -23.511 -10.645 -15.988 -1.745 0.714 1.710 -0.193
H -21.500 -10.941 -16.594 -0.269 1.173 0.580 0.121
H -22.492 -12.204 -16.827 -0.796 -0.381 -0.338 0.124
H -22.625 -11.065 -19.104 -0.222 -0.165 0.225 0.129
H -22.376 -9.554 -18.166 -0.282 0.408 -0.648 0.122
C -16.036 -11.346 -15.222 -1.731 0.036 0.228 -0.213
C -16.547 -11.559 -13.796 -2.131 -0.475 -0.675 -0.191
O -15.554 -11.414 -12.819 2.497 0.405 -1.794 -0.153
S -14.104 -10.899 -13.576 -3.138 2.068 3.552 0.784
O -13.067 -11.698 -12.982 -0.728 0.534 -2.106 -0.208
O -14.088 -9.435 -13.358 0.313 -3.292 -1.531 -0.255
O -14.646 -11.304 -15.118 2.744 0.525 0.453 -0.231
H -16.588 -10.504 -15.640 1.133 1.048 0.089 0.110
H -16.381 -12.097 -15.932 0.688 -0.855 0.431 0.116
H -16.999 -12.550 -13.806 0.146 -0.082 0.781 0.135
H -17.342 -10.825 -13.670 0.041 -0.077 0.552 0.138
C -15.321 -6.229 -25.872 1.126 0.590 0.920 -0.230
C -16.560 -6.052 -25.049 0.233 0.091 0.168 -0.166
O -17.552 -5.900 -26.065 -1.571 -0.728 -1.091 -0.173
S -17.328 -6.948 -27.305 1.739 1.430 -1.436 0.789
O -17.555 -6.309 -28.616 0.311 -1.659 3.956 -0.205
O -17.812 -8.304 -27.071 0.448 1.848 0.093 -0.270
O -15.684 -6.971 -26.955 -2.170 -2.417 -3.116 -0.210
H -14.580 -6.861 -25.383 0.301 0.626 0.408 0.132
H -14.936 -5.286 -26.261 0.262 0.176 0.516 0.146
H -16.495 -5.156 -24.430 -0.446 -0.042 -0.307 0.113
H -16.755 -6.921 -24.420 -0.227 -0.095 -0.012 0.114
C -13.905 -5.332 -16.392 -0.148 0.932 0.117 -0.161
C -14.317 -5.717 -14.969 1.267 -0.834 0.810 -0.139
O -15.106 -6.912 -15.037 -0.183 -1.337 -2.173 -0.175
S -14.594 -7.774 -16.346 -3.405 0.254 0.079 0.716
O -15.719 -8.518 -16.936 2.140 1.978 1.183 -0.241
O -13.437 -8.563 -16.055 0.346 0.966 -0.563 -0.245
O -14.328 -6.400 -17.252 0.284 -1.756 0.621 -0.220
H -12.842 -5.113 -16.482 0.098 -0.548 0.067 0.134
H -14.382 -4.399 -16.691 -0.411 -0.304 -0.315 0.123
H -14.840 -4.939 -14.412 -0.110 -0.295 -0.165 0.150
H -13.450 -6.092 -14.426 0.261 0.838 0.288 0.135
C -16.648 -15.439 -20.588 0.777 -1.035 0.400 -0.204
C -16.620 -16.902 -21.218 2.026 1.242 1.301 -0.198
O -17.745 -17.045 -21.959 -4.248 1.385 -1.922 -0.187
S -18.849 -15.757 -21.806 1.694 -0.804 1.930 0.783
O -20.164 -16.176 -21.362 2.527 0.657 -1.023 -0.208
O -18.601 -14.844 -22.881 -0.595 -0.707 0.613 -0.224
O -17.994 -15.196 -20.445 -3.127 0.262 -1.207 -0.243
H -16.153 -14.638 -21.136 -0.014 -0.273 -0.793 0.117
H -16.247 -15.326 -19.580 0.173 -0.671 0.075 0.116
H -16.692 -17.720 -20.501 0.766 0.308 0.473 0.136
H -15.753 -16.968 -21.876 0.088 -0.333 0.139 0.131
```
Positions in Å, forces in eV/Å.

## Properties
Lowest unoccupied orbital energy ... -6.7 eV
Kohn-Sham gap ... 6.62 eV
DFT total energy ... -7171.9951 Ha
Charge ... +2

[3]
Below is a cluster of 2 separate species, CH4N2O3P in total, with properties calculated with ωB97M-V/def2-TZVPD.

Structure (XYZ):
```
11
Properties=species:S:1:pos:R:3:forces:R:3:lowdin_charge:R:1
C 0.828 1.051 0.840 0.087 2.568 -0.021 -0.084
N -2.211 0.599 -0.333 2.495 -2.128 -1.174 -0.059
N 0.124 -1.634 0.370 0.057 0.014 -0.497 -0.208
O 2.600 -0.430 0.431 -0.226 -0.549 0.292 -0.365
O 1.129 2.066 0.441 -0.284 0.561 0.876 0.124
O 0.870 -0.053 -1.426 0.102 0.845 -0.706 -0.364
P 1.223 -0.638 -0.118 0.101 -2.123 -1.789 0.057
H -2.082 -0.157 -1.117 -0.528 2.154 0.957 0.044
H -1.649 -0.038 0.281 -0.761 0.477 0.509 -0.045
H 0.566 -2.011 1.160 0.227 -1.243 1.904 -0.084
H -1.398 1.244 -0.531 -1.271 -0.575 -0.350 -0.016
```
Positions in Å, forces in eV/Å.

## Properties
Energy relative to the best compared isomer or geometry (same formula, charge and spin) ... 2.830 eV
Lowest unoccupied orbital energy ... 3.6 eV
Kohn-Sham gap ... 8.61 eV
DFT total energy ... -717.1653 Ha
Charge ... -1

[4]
Below is a structure of composition C19H28F3N4O3RbS7, with properties calculated with ωB97M-V/def2-TZVPD.

Structure (XYZ):
```
65
Properties=species:S:1:pos:R:3:forces:R:3:lowdin_charge:R:1
Rb -0.758 -1.518 1.317 -0.498 0.217 -0.830 0.680
C -3.979 -3.870 1.296 -0.319 1.063 0.226 -0.131
O -2.779 -3.733 0.609 1.915 -1.522 -0.699 -0.269
C -2.252 -4.930 -0.081 -2.091 1.610 -0.853 -0.147
C -1.610 -4.387 -1.330 1.186 -0.099 0.394 -0.167
O -0.361 -3.856 -0.831 -1.124 -0.065 -0.557 -0.186
C 0.503 -3.545 -1.863 0.990 -0.979 -2.016 -0.259
C 1.764 -3.002 -1.272 0.620 -0.619 1.895 -0.231
O 1.474 -1.833 -0.520 0.696 -0.600 0.207 -0.297
C 2.612 -1.257 0.168 0.567 0.645 -1.610 -0.132
H -4.765 -4.025 0.554 -0.398 -0.370 0.407 0.089
H -3.923 -4.594 2.113 -0.210 -0.404 -0.177 0.081
H -4.142 -2.879 1.762 -0.161 -0.363 -0.271 0.076
H -1.500 -5.424 0.502 0.209 -0.406 0.574 0.114
H -3.064 -5.613 -0.418 0.193 0.327 0.679 0.133
H -1.390 -5.173 -2.097 -0.149 0.324 0.573 0.132
H -2.215 -3.596 -1.783 0.045 0.048 0.056 0.118
H 0.789 -4.516 -2.417 -0.187 0.913 0.610 0.137
H 0.106 -2.906 -2.693 -0.164 0.012 1.082 0.138
H 2.211 -3.799 -0.576 -0.674 0.785 -0.484 0.138
H 2.548 -2.900 -2.009 0.160 0.653 -0.622 0.116
H 3.086 -0.534 -0.583 -0.467 -1.137 1.439 -0.041
H 2.223 -0.628 0.990 0.280 -0.568 -0.174 0.017
H 3.398 -2.024 0.462 -1.083 0.630 -0.038 0.097
F 1.996 4.269 4.138 0.658 -1.207 0.890 0.065
C 2.457 3.028 4.577 0.346 0.328 -1.564 -0.494
F 3.564 2.774 3.741 -1.536 0.243 1.653 0.040
F 2.943 3.183 5.850 -0.098 0.275 -1.042 0.074
C 1.378 1.979 4.544 -0.290 -0.968 -0.948 -0.121
C 0.783 1.580 5.740 0.824 1.316 -0.424 -0.053
C -0.251 0.656 5.674 0.632 0.699 1.167 -0.132
C -0.479 -0.041 4.532 0.309 -0.935 -0.669 -0.193
N 0.187 0.166 3.389 -0.818 0.524 0.721 -0.106
C 0.918 1.315 3.256 0.714 0.310 1.698 -0.774
S 1.254 1.835 1.697 0.315 0.330 -0.070 0.593
H 1.094 2.046 6.725 -0.448 -0.646 -1.368 0.129
H -0.726 0.465 6.594 -0.880 -0.576 0.745 0.071
H -1.191 -0.892 4.604 0.481 0.513 -0.462 0.111
S -7.266 -2.523 -2.912 -1.754 -1.031 -1.367 0.349
C -6.012 -1.718 -2.277 0.555 0.315 2.069 -1.610
S -6.125 -1.231 -0.583 1.700 0.659 -1.262 0.774
C -4.438 -0.506 -0.435 -0.211 -2.350 -5.092 -1.278
C -3.674 -0.745 -1.665 -2.232 0.584 3.280 -1.268
S -2.037 -0.394 -1.821 1.643 0.071 -0.466 0.392
S -4.498 -1.483 -3.000 -0.241 0.208 0.433 0.826
S -3.945 0.201 0.939 0.779 1.021 2.597 0.365
S 4.065 0.725 -2.145 0.590 -0.246 0.214 0.628
C 3.401 2.242 -2.258 0.853 1.387 0.907 -0.870
N 3.215 3.146 -1.237 1.467 -1.989 0.288 0.016
C 2.532 4.426 -1.363 -0.483 -0.010 1.476 -0.191
C 1.851 4.567 -2.691 0.139 -3.254 0.427 -0.179
C 2.831 4.121 -3.744 -1.543 -1.273 -0.970 -0.180
N 3.175 2.723 -3.473 -0.374 1.621 -1.947 -0.024
H 3.792 2.925 -0.379 -1.660 0.307 -1.305 0.154
H 3.272 5.199 -1.230 0.183 0.565 0.368 0.105
H 1.777 4.404 -0.539 0.577 0.566 -0.528 0.125
H 1.514 5.482 -2.985 -0.859 2.971 0.028 0.078
H 0.955 3.918 -2.594 0.376 0.085 -0.724 0.102
H 3.661 4.793 -3.833 1.009 0.319 0.425 0.102
H 2.378 4.156 -4.761 0.027 -0.185 0.623 0.124
H 3.560 2.246 -4.267 -0.125 -0.671 0.332 0.106
N -1.245 3.008 -1.905 0.521 0.075 0.331 0.006
H -1.439 2.052 -2.199 -0.594 0.096 -0.830 -0.087
H -2.018 3.662 -2.087 0.275 -0.945 0.315 0.011
H -1.187 2.777 -0.914 -0.164 0.800 0.235 0.004
```
Positions in Å, forces in eV/Å.

## Properties
Energy relative to the best compared isomer or geometry (same formula, charge and spin) ... 1.773 eV
Lowest unoccupied orbital energy ... 3.5 eV
Kohn-Sham gap ... 3.31 eV
DFT total energy ... -4296.5593 Ha
Charge ... -2

[5]
Below is a structure of composition C4H6N3O2, with properties calculated with ωB97M-V/def2-TZVPD.

Structure (XYZ):
```
15
Properties=species:S:1:pos:R:3:forces:R:3:mulliken_spin:R:1
C 0.543 1.552 0.510 4.129 -3.411 -4.138 0.572
C 1.120 0.298 -1.005 0.893 -0.097 -1.535 0.016
C -0.758 -0.948 0.429 3.902 4.920 -1.662 0.086
C 1.480 1.812 -0.698 0.600 -2.198 1.840 0.138
N 0.320 0.229 0.136 -3.345 -5.416 0.206 0.106
N -1.654 -0.770 1.349 -2.511 -2.055 2.935 0.036
N -0.732 -1.895 -0.460 1.369 -0.120 -1.459 0.050
O -0.051 2.127 1.361 -3.846 4.242 5.259 0.930
O 1.327 -0.490 -1.910 -0.594 1.190 1.913 0.038
H 0.980 2.405 -1.370 -0.669 1.766 -1.978 0.013
H 2.523 2.077 -0.440 -0.620 -0.127 -0.366 0.015
H -1.521 -0.263 2.275 0.001 -0.776 -1.935 -0.001
H -2.314 -1.649 1.407 1.430 2.568 0.236 0.001
H -0.046 -1.705 -1.253 -1.055 -0.852 0.890 -0.003
H -1.219 -2.781 -0.329 0.316 0.365 -0.206 0.000
```
Positions in Å, forces in eV/Å.

## Properties
Energy relative to the best compared isomer or geometry (same formula, charge and spin) ... 1.348 eV
Lowest unoccupied orbital energy (spin up / spin down) ... -3.9 / -7.8 eV
Kohn-Sham gap (spin up / spin down) ... 5.87 / 7.46 eV
DFT total energy ... -470.3191 Ha
Charge ... +1
Multiplicity ... 3

[6]
Below is a cluster of 4 separate species, C3H14NO3 in total, with properties calculated with ωB97M-V/def2-TZVPD.

Structure (XYZ):
```
21
Properties=species:S:1:pos:R:3:forces:R:3:lowdin_charge:R:1
C 0.025 -3.299 -0.775 0.188 0.079 -0.105 -0.073
C 0.342 -1.903 -0.312 -0.129 -0.626 0.005 -0.112
C -0.372 -0.872 -0.714 0.655 0.269 -0.100 -0.106
N -0.002 0.486 -0.320 -0.202 0.417 0.515 0.170
H -1.046 -3.408 -0.875 -0.259 -0.185 -0.039 0.080
H 0.463 -3.471 -1.761 0.036 0.024 0.052 0.090
H 0.410 -4.080 -0.121 -0.057 0.186 0.110 0.082
H 1.168 -1.780 0.386 0.016 0.190 -0.207 0.119
H -1.231 -0.903 -1.366 -0.032 -0.116 -0.021 0.136
H 0.837 0.561 0.286 -0.158 -0.312 0.271 0.102
H 0.221 1.129 -1.082 -0.497 0.017 -0.370 0.122
H -0.800 0.889 0.191 0.231 0.067 0.114 0.134
H 2.942 0.678 1.708 0.124 0.157 0.093 0.070
H 2.272 2.082 1.558 0.191 -0.031 0.131 0.072
O 2.188 1.148 1.342 -0.322 -0.144 -0.251 -0.033
H -1.660 -0.580 2.449 -0.363 0.187 -0.016 0.058
H -2.939 0.277 2.171 0.064 -0.136 0.162 0.057
O -2.045 0.090 1.868 0.391 0.041 -0.294 -0.045
H -0.945 3.727 -1.766 0.204 -0.084 -0.066 0.063
H 0.448 3.280 -2.295 -0.378 0.208 0.182 0.064
O -0.214 3.115 -1.605 0.297 -0.207 -0.166 -0.052
```
Positions in Å, forces in eV/Å.

## Properties
Energy relative to the best compared isomer or geometry (same formula, charge and spin) ... 0.381 eV
Lowest unoccupied orbital energy ... -2.7 eV
Kohn-Sham gap ... 11.11 eV
DFT total energy ... -402.9426 Ha
Charge ... +1